1.
ORCA calculation (ωB97M-V with the def2-TZVPD basis set) on a 11-piece molecular cluster, C25H44Cl16O9 overall.

Geometry (Å):
O -7.873 -0.210 -0.016
C -6.892 -0.845 0.213
O -5.723 -0.318 0.648
C -4.657 -1.278 0.546
C -5.454 -2.578 0.321
O -6.747 -2.145 -0.035
H -4.065 -1.074 -0.340
H -4.114 -1.232 1.483
H -5.461 -3.152 1.251
H -4.933 -3.196 -0.407
O -2.430 -1.106 -1.303
C -1.481 -0.765 -0.679
O -1.382 -0.861 0.671
C -0.020 -0.682 1.008
C 0.444 0.232 -0.100
O -0.326 -0.257 -1.181
H 0.196 -0.260 1.990
H 0.579 -1.600 0.978
H 1.510 0.162 -0.303
H 0.214 1.272 0.150
O 0.333 6.460 -0.070
C 0.240 5.625 0.781
O 0.780 4.380 0.684
C 0.371 3.572 1.763
C -0.163 4.603 2.775
O -0.385 5.767 1.948
H -0.381 2.832 1.505
H 1.228 3.134 2.277
H 0.562 4.905 3.526
H -1.131 4.322 3.177
Cl -5.551 1.401 -2.408
C -4.495 0.089 -3.031
C -3.438 0.624 -3.973
Cl -4.159 1.311 -5.476
H -5.119 -0.670 -3.490
H -3.916 -0.233 -2.169
H -2.804 -0.217 -4.246
H -2.939 1.490 -3.549
Cl -0.055 -1.237 4.623
C -1.614 -0.701 5.314
C -2.200 0.390 4.441
Cl -1.133 1.792 4.218
H -1.455 -0.321 6.324
H -2.301 -1.535 5.438
H -3.194 0.725 4.732
H -2.345 -0.040 3.447
Cl 3.996 -6.736 3.758
C 2.704 -5.643 3.194
C 3.320 -4.365 2.644
Cl 2.083 -3.080 2.696
H 2.109 -5.360 4.058
H 2.177 -6.251 2.470
H 3.556 -4.435 1.582
H 4.216 -4.005 3.139
Cl -0.765 2.940 -1.823
C -0.676 4.158 -3.130
C -1.566 5.321 -2.767
Cl -3.251 4.791 -3.119
H -0.934 3.648 -4.051
H 0.371 4.459 -3.171
H -1.365 6.226 -3.339
H -1.505 5.652 -1.735
Cl -1.747 -4.476 -0.390
C -2.379 -3.925 -1.928
C -1.242 -3.396 -2.798
Cl -1.842 -2.751 -4.369
H -3.028 -3.066 -1.768
H -2.879 -4.730 -2.459
H -0.501 -4.173 -2.979
H -0.727 -2.559 -2.334
Cl 4.257 -3.240 -3.433
C 4.553 -2.696 -1.738
C 3.257 -2.428 -1.058
Cl 2.163 -3.847 -0.950
H 5.304 -1.912 -1.739
H 5.072 -3.534 -1.264
H 2.732 -1.634 -1.590
H 3.420 -2.041 -0.051
Cl 3.658 2.822 -4.651
C 3.936 3.363 -2.958
C 3.525 2.325 -1.951
Cl 4.644 0.897 -1.865
H 3.362 4.281 -2.818
H 4.964 3.718 -2.907
H 2.523 1.968 -2.173
H 3.550 2.723 -0.940
Cl 5.714 -1.630 1.468
C 6.078 0.052 1.927
C 4.824 0.659 2.544
Cl 3.372 0.606 1.495
H 6.344 0.643 1.052
H 6.939 0.081 2.589
H 5.018 1.727 2.657
H 4.541 0.275 3.519

Atoms 1-2, force components in eV/Å:
O 0.076 -0.336 0.479
C 0.265 1.347 -0.670

As for the total energy: -245426.7230 eV. The net charge is 0. The calculation puts the HOMO-LUMO gap at 9.723 eV. As for the SMILES: O=C1OCCO1.O=C1OCCO1.O=C1OCCO1.ClCCCl.ClCCCl.ClCCCl.ClCCCl.ClCCCl.ClCCCl.ClCCCl.ClCCCl.

These are the Löwdin partial charges, in e, on atoms 1 to 4: 0.15 -0.60 0.04 -0.09



2.
ORCA calculation (ωB97M-V with the def2-TZVPD basis set) on C25H44Cl3N4O3SiTb as an isolated structure.

Geometry (Å):
C -2.093 -2.298 -4.302
C -1.282 -2.660 -3.060
H -2.349 -3.207 -4.878
H -1.470 -1.668 -4.975
H -3.036 -1.774 -4.077
C -0.587 -3.887 -3.042
C -0.231 -4.740 -4.198
H -0.626 -4.393 -2.089
H 0.273 -4.244 -5.053
H -1.065 -5.345 -4.597
H 0.485 -5.459 -3.777
Tb 0.526 1.884 1.083
Cl -2.112 2.104 1.160
Cl 1.859 3.986 0.430
H 1.071 6.074 4.388
H -1.429 7.076 3.279
C 1.122 5.740 3.344
C -1.031 6.495 2.439
N -0.224 5.384 2.922
H 1.766 4.867 3.251
C -0.672 4.133 2.974
O 0.103 3.115 3.046
H -1.870 6.137 1.838
H -1.782 4.047 2.979
H 1.473 6.562 2.704
H -0.404 7.168 1.840
H 1.768 -0.726 -3.039
H 2.063 -3.430 -1.418
C 2.712 -0.675 -2.477
C 2.929 -2.784 -1.228
N 2.581 -1.368 -1.192
H 3.019 0.363 -2.355
C 2.558 -0.828 0.055
O 2.722 0.374 0.417
H 3.348 -3.052 -0.253
H 2.366 -1.643 0.795
H 3.459 -1.232 -3.055
H 3.667 -2.961 -2.014
O -0.625 -1.450 -2.484
C -1.663 -1.969 -1.680
C -0.166 -2.994 0.147
C -1.439 -2.780 -0.423
H 0.686 -2.500 -0.327
C 0.008 -3.732 1.328
H -2.486 -1.235 -1.667
C -2.520 -3.364 0.298
H 1.012 -3.849 1.735
C -1.074 -4.323 1.996
C -2.348 -4.102 1.472
H -3.529 -3.167 -0.068
H -0.940 -4.940 2.889
H -3.207 -4.503 2.015
Si -0.487 2.533 -2.772
Cl 0.249 0.891 -1.146
C 1.029 3.566 -3.171
C -1.558 3.746 -1.792
C -1.380 1.991 -4.298
H 1.901 3.336 -2.553
H 0.781 4.623 -2.984
H 1.296 3.468 -4.230
H -0.704 1.508 -5.011
H -1.765 2.921 -4.748
H -2.226 1.328 -4.075
H -1.540 3.585 -0.702
H -2.611 3.666 -2.103
H -1.219 4.781 -1.985
C 2.569 -1.426 5.130
C 1.432 -1.049 4.281
C 0.061 -1.303 4.401
C -0.561 -0.656 3.310
N 0.386 -0.038 2.542
N 1.578 -0.326 3.155
C -2.006 -0.696 2.993
H 2.527 -0.921 6.103
H 2.555 -2.506 5.310
H 3.513 -1.162 4.650
H -0.443 -1.916 5.142
H 2.459 -0.079 2.721
H -2.605 -0.459 3.895
H -2.257 0.062 2.220
H -2.290 -1.699 2.622

Atoms 1-2, force components in eV/Å:
C 0.287 -0.071 -0.514
C -1.974 3.062 0.792

As for the total energy: -106621.9420 eV. As for the multiplicity: 7. For the relative energy (zero: lowest compared OMol25 entry of this formula, charge and spin), the calculation gives 118.81 kcal per mole. The net charge is 0. The calculation puts the HOMO-LUMO gap (spin up / spin down) at 3.428 / 4.553 eV.

These are the Löwdin partial charges, in e, on atoms 1 to 4: -0.01 -0.39 0.08 0.09



3.
ORCA calculation (ωB97M-V with the def2-TZVPD basis set) on a 3-piece molecular cluster, C25H44FN3O5 overall.

Geometry (Å):
C 4.585 2.708 1.092
C 4.266 1.807 0.183
C 3.872 0.983 -1.132
C 2.298 1.154 -1.567
C 1.385 1.786 -0.397
C -0.211 1.769 -0.737
C -0.421 2.850 -1.952
C -0.175 4.395 -1.455
C -1.452 5.358 -1.673
C -2.321 5.610 -0.303
N -1.887 6.869 0.421
O -1.124 2.341 0.283
C -2.479 1.978 -0.061
O -3.516 2.676 -0.246
C -2.368 0.350 -0.227
C -3.611 -0.443 -0.873
N -3.781 -0.268 -2.352
C -0.914 0.297 -0.931
F -0.858 0.190 -2.403
N 0.013 -0.807 -0.532
C 0.084 -0.999 0.952
C -0.235 -2.072 -1.270
C -1.395 -3.145 -0.973
O 0.587 -2.360 -2.214
H 4.877 3.244 2.058
H 4.106 -0.131 -0.965
H 4.515 1.310 -2.046
H 1.965 0.121 -1.940
H 2.327 1.838 -2.512
H 1.768 2.876 -0.240
H 1.614 1.254 0.616
H -1.441 2.725 -2.485
H 0.377 2.683 -2.786
H 0.686 4.848 -2.100
H 0.179 4.465 -0.364
H -1.028 6.413 -1.939
H -2.125 5.065 -2.564
H -3.426 5.730 -0.643
H -2.182 4.745 0.449
H -1.122 6.647 1.099
H -2.694 7.094 1.050
H -2.453 0.039 0.897
H -3.632 -1.575 -0.606
H -4.578 -0.008 -0.381
H -4.486 0.449 -2.587
H -4.191 -1.174 -2.678
H 1.132 -1.399 1.219
H -0.705 -1.726 1.382
H 0.021 0.056 1.444
H -1.940 -2.871 0.001
H -0.945 -4.213 -0.892
H -2.193 -3.085 -1.820
C 5.919 -4.497 -1.647
C 4.495 -4.893 -1.962
C 3.719 -3.680 -1.490
O 4.579 -2.544 -1.659
C 5.906 -3.010 -1.939
H 6.666 -5.039 -2.231
H 6.125 -4.668 -0.585
H 4.375 -5.015 -3.044
H 4.178 -5.818 -1.477
H 3.471 -3.757 -0.425
H 2.794 -3.529 -2.052
H 6.114 -2.812 -2.996
H 6.626 -2.456 -1.332
C -3.852 -1.569 5.167
C -3.215 -2.938 5.229
C -2.480 -3.004 3.906
O -2.102 -1.660 3.573
C -2.790 -0.759 4.452
H -4.112 -1.161 6.146
H -4.763 -1.610 4.560
H -2.500 -2.977 6.057
H -3.932 -3.751 5.359
H -3.130 -3.377 3.107
H -1.588 -3.635 3.953
H -2.056 -0.355 5.158
H -3.210 0.069 3.876

Atoms 1-2, force components in eV/Å:
C -1.528 -5.147 -3.920
C 1.534 4.688 3.144

As for the total energy: -44054.6652 eV. The net charge is 0. The calculation puts the HOMO-LUMO gap at 9.311 eV. As for the SMILES: C#CCCC[C@]1(CCCCN)OC(=O)[C@@H](CN)[C@]1(F)N(C)C(C)=O.C1CCOC1.C1CCOC1.

These are the Löwdin partial charges, in e, on atoms 1 to 4: 0.05 -0.12 -0.18 -0.17



4.
ORCA calculation (ωB97M-V with the def2-TZVPD basis set) on a 4-piece molecular cluster, C25H44N3O5S2 overall.

Geometry (Å):
O -6.634 1.482 7.155
C -5.769 2.115 6.640
O -5.381 3.323 7.072
C -5.011 1.580 5.457
C -5.489 1.759 4.166
C -4.789 1.226 3.117
N -3.657 0.539 3.324
C -2.876 0.025 2.182
C -1.762 0.995 1.836
C -0.980 0.536 0.599
S -0.420 1.812 -0.544
C 0.721 2.795 0.374
S 0.440 3.364 1.879
N 1.833 3.109 -0.359
C 2.289 2.522 -1.552
C 3.410 3.187 -1.876
N 3.687 4.185 -0.951
C 2.745 4.124 -0.060
C -3.188 0.342 4.567
C -3.844 0.852 5.654
H -4.732 3.734 6.488
H -6.408 2.293 3.991
H -5.116 1.349 2.098
H -3.552 -0.152 1.352
H -2.476 -0.939 2.487
H -2.145 2.000 1.687
H -1.076 1.069 2.674
H -1.625 -0.078 -0.028
H -0.147 -0.096 0.891
H 1.802 1.699 -2.036
H 4.071 3.026 -2.705
H 2.680 4.783 0.783
H -2.282 -0.233 4.672
H -3.454 0.667 6.641
C -1.600 -3.811 1.773
C -0.525 -3.028 2.508
O -0.651 -3.041 3.916
C -0.569 -4.318 4.539
C 0.742 -5.042 4.297
H -2.596 -3.458 2.051
H -1.476 -3.697 0.695
H -1.554 -4.876 1.996
H -0.596 -1.970 2.239
H 0.471 -3.357 2.196
H -1.417 -4.943 4.240
H -0.687 -4.114 5.603
H 0.895 -5.280 3.243
H 0.751 -5.980 4.850
H 1.583 -4.434 4.632
C 0.592 0.352 -6.821
C 0.370 0.188 -5.327
O 0.745 1.321 -4.553
C 0.042 2.520 -4.851
C -1.457 2.415 -4.635
H 1.636 0.588 -7.028
H 0.336 -0.574 -7.336
H -0.022 1.146 -7.246
H 0.991 -0.625 -4.957
H -0.669 -0.090 -5.122
H 0.263 2.853 -5.870
H 0.455 3.274 -4.179
H -1.915 1.676 -5.292
H -1.938 3.373 -4.830
H -1.664 2.122 -3.604
C 3.179 -0.875 -4.171
C 4.400 -0.123 -3.677
O 4.574 -0.175 -2.272
C 4.757 -1.469 -1.722
C 5.961 -2.219 -2.264
H 2.282 -0.492 -3.682
H 3.070 -0.744 -5.248
H 3.245 -1.946 -3.972
H 4.284 0.935 -3.914
H 5.302 -0.467 -4.193
H 3.847 -2.070 -1.842
H 4.885 -1.299 -0.653
H 5.872 -2.427 -3.331
H 6.064 -3.174 -1.750
H 6.872 -1.640 -2.108

Atoms 1-2, force components in eV/Å:
O 0.026 0.037 0.014
C -0.025 0.096 0.091

As for the total energy: -63008.8402 eV. The net charge is +1. The calculation puts the HOMO-LUMO gap at 6.500 eV.

These are the Löwdin partial charges, in e, on atoms 1 to 4: 0.19 -0.49 0.17 -0.08



5.
ORCA calculation (ωB97M-V with the def2-TZVPD basis set) on C25H44O2P2Rh as an isolated structure.

Geometry (Å):
Rh 0.170 0.261 -3.968
C -0.973 -1.589 0.244
C 0.325 -2.000 -0.154
C 0.583 -0.369 1.425
C -0.801 -0.627 1.271
C 1.277 -1.143 0.465
C -2.247 -2.233 -0.065
H -2.228 -2.988 -0.838
H -3.007 -1.514 -0.366
H -2.601 -2.736 0.840
C -1.834 -0.071 2.161
H -2.825 -0.364 1.838
H -1.787 1.031 2.192
H -1.680 -0.432 3.193
C 1.185 0.495 2.452
H 0.896 0.140 3.451
H 0.851 1.537 2.332
H 2.271 0.477 2.372
C 2.748 -1.224 0.331
H 3.125 -1.787 1.190
H 3.192 -0.231 0.341
H 3.112 -1.702 -0.574
C 0.680 -3.174 -0.960
H 1.110 -4.006 -0.356
H 1.460 -2.911 -1.713
H -0.186 -3.590 -1.498
C -1.342 1.716 -5.009
C -2.106 0.445 -5.119
C -1.609 -0.500 -6.292
C -0.016 -0.572 -6.564
C 1.079 -0.242 -5.606
C 1.466 1.104 -5.245
C 0.902 2.340 -5.944
C -0.655 2.348 -6.185
H -2.024 -0.333 -7.342
H 0.246 0.030 -7.456
H -2.024 -1.481 -5.975
H -0.902 1.836 -7.154
H -1.860 2.392 -4.311
H -3.169 0.631 -5.274
H -0.954 3.421 -6.280
H 1.208 3.259 -5.400
H 2.462 1.254 -4.817
H 1.371 2.376 -6.926
H 0.154 -1.673 -6.683
H 1.714 -0.994 -5.169
P -1.908 -0.175 -3.345
C -2.952 0.840 -2.336
C -1.817 -1.934 -3.379
P 2.051 0.967 -1.591
C 0.626 1.550 -2.612
C 3.140 -0.062 -2.684
C 2.753 2.689 -1.659
H -2.514 1.782 -1.984
H -3.496 0.410 -1.475
H -3.764 1.176 -3.028
H -1.013 -2.292 -3.999
H -2.770 -2.255 -3.781
H -1.555 -2.336 -2.397
H 2.427 3.133 -2.602
H 3.835 2.659 -1.556
H 2.304 3.214 -0.811
H -0.363 1.781 -2.080
H 0.932 2.410 -3.314
H 3.983 -0.382 -2.082
H 3.476 0.534 -3.513
H 2.599 -0.926 -3.040
C -1.033 4.113 0.969
C -0.798 3.089 -0.121
O -1.421 3.221 -1.226
O 0.027 2.161 0.183
H -2.104 4.256 1.210
H -0.552 5.044 0.628
H -0.504 3.750 1.863

Atoms 1-2, force components in eV/Å:
Rh -1.947 -1.773 2.625
C 1.012 -0.020 0.705

As for the total energy: -52304.0907 eV. As for the multiplicity: 5. For the relative energy (zero: lowest compared OMol25 entry of this formula, charge and spin), the calculation gives 79.76 kcal per mole. The net charge is +1. The calculation puts the HOMO-LUMO gap (spin up / spin down) at 5.669 / 5.385 eV.

These are the Löwdin partial charges, in e, on atoms 1 to 4: 0.84 -0.14 -0.15 -0.15



6.
ORCA calculation (ωB97M-V with the def2-TZVPD basis set) on C25H45BrClPTm as an isolated structure.

Geometry (Å):
Tm -1.673 -2.509 0.647
P 0.525 -0.038 -0.178
Cl -2.673 -3.459 -1.383
C 1.406 1.456 0.642
H 2.459 1.094 0.821
H 0.870 1.416 1.590
C -1.311 -0.150 -0.424
C 0.803 -1.615 0.755
C -1.852 0.915 -1.378
H -1.482 -1.141 -0.999
C -3.309 0.605 -1.707
H -1.762 1.878 -0.858
H -1.264 0.984 -2.301
C -4.133 0.541 -0.422
H -3.692 1.382 -2.383
H -3.373 -0.358 -2.244
C -3.558 -0.480 0.574
H -4.137 1.514 0.080
H -5.163 0.277 -0.667
C -2.140 -0.052 0.845
H -4.087 -0.399 1.523
H -3.749 -1.520 0.179
H -2.602 1.369 1.448
H -1.697 -0.603 1.703
C 1.430 -0.173 -1.758
C 2.164 -1.616 1.462
H 0.058 -1.692 1.605
C 2.272 -2.858 2.358
H 2.953 -1.616 0.696
H 2.270 -0.712 2.076
C 2.014 -4.168 1.611
H 3.276 -2.878 2.794
H 1.567 -2.758 3.197
C 0.705 -4.155 0.792
H 2.851 -4.374 0.929
H 1.984 -4.996 2.325
C 0.693 -2.909 -0.113
H 0.628 -5.055 0.166
H -0.169 -4.202 1.500
H 1.567 -2.925 -0.784
H -0.192 -2.956 -0.830
C 1.817 1.211 -2.298
H 2.353 -0.696 -1.439
C 2.728 1.126 -3.522
H 0.906 1.775 -2.542
H 2.306 1.809 -1.525
C 2.174 0.189 -4.602
H 2.870 2.139 -3.920
H 3.706 0.760 -3.181
C 1.704 -1.162 -4.048
H 1.330 0.689 -5.095
H 2.947 0.026 -5.361
C 0.750 -1.016 -2.849
H 1.205 -1.737 -4.840
H 2.584 -1.735 -3.716
H -0.187 -0.537 -3.176
H 0.480 -2.020 -2.492
C -3.224 2.212 1.984
C 1.431 2.787 0.294
H -2.830 2.853 1.119
C 1.096 3.823 1.387
H 0.587 2.918 -0.426
C 0.698 3.432 2.832
H 1.945 4.565 1.486
H 0.206 4.405 1.076
C -0.595 2.702 3.331
H 1.577 2.946 3.268
H 0.766 4.348 3.423
C -2.216 2.837 2.944
H -0.327 1.660 3.544
H -0.609 3.020 4.390
H -2.618 2.530 3.915
H -2.217 3.940 2.938
Br -1.820 -2.860 3.213

Atoms 1-2, force components in eV/Å:
Tm -1.388 -0.424 0.401
P 0.119 1.007 0.240

As for the total energy: -148032.4455 eV. As for the multiplicity: 3. For the relative energy (zero: lowest compared OMol25 entry of this formula, charge and spin), the calculation gives 125.35 kcal per mole. The net charge is -1. The calculation puts the HOMO-LUMO gap (spin up / spin down) at 4.768 / 4.765 eV.

These are the Löwdin partial charges, in e, on atoms 1 to 4: 0.24 1.20 -0.09 -0.40



- Which formula does entry 4 have?
  C25H44N3O5S2



- Which of these has the lowest total energy?
  C25H44Cl16O9



- Number 6 is which compound?
  C25H45BrClPTm